Entry 1:
Density functional theory data (wB97M-V/def2-TZVPD) for a single C4H10N2 molecule.

Output
SMILES   C/C=N/[C@H](C)N
Net charge   0
Relative energy (zero: lowest compared OMol25 entry of this formula, charge and spin)   0.6532 eV
LUMO   1.216 eV
HOMO-LUMO gap   10.40 eV
E   -267.9013 Eh

```
16
Properties=species:S:1:pos:R:3:forces:R:3
H 3.204 0.876 0.345 0.0317 -0.1172 0.0481
H -1.719 -1.530 0.982 0.0023 -0.0079 0.0581
H -0.997 1.906 -0.323 0.0689 0.1353 -0.0605
H -0.832 -0.285 -1.501 0.0308 0.0118 0.2877
H -1.691 1.109 1.094 -0.0113 -0.0024 0.0385
C 2.681 -0.082 0.429 0.1454 0.1057 0.1072
H 3.307 -0.847 -0.036 0.0308 0.0622 -0.0173
H -2.697 -1.293 -0.304 -0.4987 0.0073 -0.1249
H -2.592 1.141 -0.438 0.0258 0.0320 0.0240
H 1.415 0.368 -1.313 -0.2452 -0.0554 0.1669
N -1.744 -1.426 -0.025 0.3940 -0.2667 0.0311
C -1.599 1.065 0.009 0.0828 -0.3700 -0.1130
N 0.313 -0.389 0.276 -0.1507 -0.0325 0.5284
H 2.532 -0.336 1.478 0.0252 0.0241 -0.0479
C 1.369 -0.005 -0.272 0.4484 -0.0450 -0.4867
C -0.949 -0.273 -0.398 -0.3802 0.5186 -0.4397
```
Forces are in eV/Å.


Entry 2:
Density functional theory data (wB97M-V/def2-TZVPD) for an isolated ion of composition C6H12NO and charge -1 at a distorted geometry.

Output
Net charge   -1
Relative energy (zero: lowest compared OMol25 entry of this formula, charge and spin)   5.9086 eV
LUMO   3.822 eV
HOMO-LUMO gap   5.62 eV
E   -365.5616 Eh

```
20
Properties=species:S:1:pos:R:3:forces:R:3
H -1.866 1.504 3.210 0.0684 -0.2240 0.1702
C -0.894 0.363 1.703 1.4379 -0.0782 -1.6126
H 2.611 -0.510 -0.005 -0.5092 0.5525 -0.4705
H -0.724 -0.317 2.504 0.5400 -0.9391 -0.0944
H 0.476 -0.870 -2.591 0.5906 0.0092 -0.3891
C -1.831 1.425 2.126 -2.5635 0.6429 -1.1514
N -0.042 -1.302 -1.845 -1.7312 -1.2923 0.1691
H 0.038 -2.338 -1.950 0.1952 1.3757 0.4386
H 2.532 -1.839 -1.034 -1.5720 -0.1982 -0.0370
H 0.458 -1.481 0.300 0.1536 1.4160 -1.2779
H 0.882 1.322 0.074 0.5343 0.2035 -0.2082
H -1.751 0.077 -0.370 0.2940 -1.1110 -0.1212
C 0.240 0.798 -0.608 -0.9168 -1.7523 2.9828
H 0.243 1.036 -1.641 -0.3383 0.2293 -0.7467
C 2.077 -0.801 -0.972 5.1636 0.9399 0.3691
C 0.550 -0.757 -0.609 -0.1845 -3.1486 -0.9928
C -0.788 0.065 0.189 -1.1950 4.8590 1.2814
O 2.480 -0.114 -2.078 -1.5313 -0.6449 1.3843
H -1.749 2.511 1.793 0.6507 -1.0092 -0.0713
H -2.942 1.227 1.803 0.9135 0.1698 0.3776
```
Forces are in eV/Å.


Entry 3:
Density functional theory data (wB97M-V/def2-TZVPD) for a 2-piece molecular cluster, C3H10NP overall at a distorted geometry.

Output
SMILES   C=C.CPN
Net charge   0
Relative energy (zero: lowest compared OMol25 entry of this formula, charge and spin)   3.4503 eV
LUMO   0.963 eV
HOMO-LUMO gap   9.23 eV
E   -516.2831 Eh

```
15
Properties=species:S:1:pos:R:3:forces:R:3
H 1.487 1.553 -1.176 0.5447 -0.6202 -0.7700
H -2.014 1.621 -0.312 -0.8907 -1.6173 2.3538
C -2.190 0.944 0.688 0.4843 0.1189 -5.1459
H 2.736 0.454 -2.078 -0.3583 0.3011 0.9165
H 0.073 -1.338 -0.135 -0.0031 0.7151 -0.5326
H -2.021 -1.029 -0.340 0.4628 0.1964 -0.9407
H 0.922 -1.834 1.203 0.6470 0.5141 -4.3159
C 1.896 0.528 -1.354 0.4509 1.6761 1.2434
C -2.043 -0.404 0.517 -0.1782 2.3563 3.9306
H 1.124 -0.097 -1.682 -1.2942 -0.5486 -1.0916
H -1.912 -0.893 1.509 -0.7381 -0.3810 -0.8777
N 1.062 -1.475 0.037 -1.8269 -3.5302 5.5596
H 1.363 0.629 1.289 -0.0218 0.1018 -1.0248
P 2.097 -0.220 0.347 1.9725 1.3911 0.0286
H -2.580 1.563 1.487 0.7489 -0.6736 0.6668
```
Forces are in eV/Å.


Entry 4:
Density functional theory data (wB97M-V/def2-TZVPD) for C3H7NS as an isolated structure at a distorted geometry.

Output
Net charge   0
Relative energy (zero: lowest compared OMol25 entry of this formula, charge and spin)   2.3659 eV
LUMO   0.820 eV
HOMO-LUMO gap   9.50 eV
E   -571.3520 Eh

```
12
Properties=species:S:1:pos:R:3:forces:R:3
H -0.347 -1.238 -1.145 0.8602 -0.7812 0.8819
C 0.039 -1.080 -0.099 -2.5900 -1.5863 0.9260
C -0.773 0.096 0.331 -1.7738 2.0831 -1.4903
H -0.059 1.657 -1.069 0.8795 -0.6325 0.4730
S 1.528 -0.112 -0.006 1.0507 -0.1226 -0.6491
H 0.588 2.006 0.673 -1.3633 -1.5847 -1.7067
H -2.363 -1.132 0.064 -0.3598 4.7344 -1.0472
C 0.252 1.168 -0.110 0.0132 2.4608 1.1972
N -2.200 0.058 -0.223 0.4198 -3.4694 1.6792
H -2.883 0.679 0.328 1.4455 -1.5923 -0.6813
H -0.252 -1.866 0.727 1.3412 0.5808 -2.1864
H -0.844 0.169 1.353 0.0766 -0.0901 2.6038
```
Forces are in eV/Å.


Entry 5:
Density functional theory data (wB97M-V/def2-TZVPD) for a 5-piece molecular cluster, C25H46NO4 overall.

Output
Net charge   +1
LUMO   -3.779 eV
HOMO-LUMO gap   7.22 eV
E   -1335.6120 Eh

```
76
Properties=species:S:1:pos:R:3:forces:R:3
H 6.225 -1.143 -1.410 -0.0177 0.0179 -0.0317
H 4.880 -1.855 0.959 -0.0048 -0.0713 0.0160
H -7.405 1.826 3.039 0.0044 -0.0125 -0.0453
H 3.360 -0.725 -2.352 0.0560 0.0157 -0.0811
H 1.870 1.804 -2.963 0.0423 0.2644 0.2635
H 0.944 1.985 0.873 0.0467 -0.3013 -0.1635
O 5.137 -5.225 -4.319 -0.1952 -0.0522 0.0522
H 5.655 -3.413 -0.724 -0.0084 0.0254 0.0086
H 3.416 -7.784 -3.141 0.0252 0.0116 -0.0163
C 5.302 -1.548 -1.832 0.1951 0.0881 0.0244
C 1.200 1.086 0.285 -0.1390 0.1065 -0.3140
C -0.744 1.548 -1.202 0.0077 -0.3965 -0.7935
O -5.115 3.280 2.192 -0.1172 -0.0753 -0.1851
C 3.901 -5.072 -5.024 0.0157 0.1501 0.0965
H -6.243 3.023 0.491 -0.1166 -0.0278 -0.0241
H 0.850 1.102 5.015 -0.0332 -0.0874 -0.0470
H 2.297 1.022 0.301 -0.3424 -0.1430 0.0291
H 5.435 -6.068 -2.452 0.0524 0.0624 -0.0515
H 4.104 -4.909 -6.083 0.0815 0.0282 0.0323
C 0.589 -0.195 0.889 0.2550 0.3658 -0.0977
H 4.481 0.471 -1.667 -0.0529 0.0105 0.0701
C -1.562 0.891 -2.150 0.4449 0.3289 0.4281
H -8.291 2.531 1.683 0.0302 0.0110 -0.0116
C 3.093 -6.335 -4.767 0.0245 -0.1280 -0.1424
H -5.774 1.517 1.320 0.0745 0.0165 0.0627
H -0.483 3.453 5.462 -0.0022 -0.0262 -0.0031
H -2.154 3.441 3.310 -0.0183 -0.0206 0.0085
C 4.159 -0.571 -1.616 -0.1622 -0.0025 -0.0360
H 1.068 3.207 -2.270 0.1589 -0.1327 0.3337
H 2.516 2.490 -1.449 -0.2758 0.1425 -0.2669
C 1.596 2.281 -2.010 -0.1991 -0.4039 -0.1140
H 3.391 -4.187 -4.626 -0.0770 -0.0032 -0.0668
C 0.747 1.262 -1.190 -0.0615 -0.1013 0.5956
H 5.479 -1.771 -2.884 -0.0273 -0.0180 0.0183
C 3.569 -6.732 -3.377 -0.1057 0.1070 0.1408
O 3.622 -0.844 -0.315 0.0943 -0.1177 -0.1854
H 0.711 -0.167 1.979 0.0117 -0.3932 -0.2756
C 4.163 -2.085 0.166 0.1500 0.0497 0.1950
C -2.908 1.115 -2.136 -0.1006 -0.5671 -0.5905
H 1.100 -1.050 0.422 -0.0776 0.1335 0.4340
C -7.392 2.622 2.290 -0.0672 -0.1656 0.1296
H -1.374 1.384 2.286 -0.0648 0.0303 -0.0458
C -0.518 2.763 4.620 0.1308 0.0591 -0.1458
C -6.114 2.545 1.473 0.1572 0.0851 -0.1566
C -1.898 2.628 3.991 -0.1164 0.0226 0.1035
H -2.661 2.587 4.772 -0.0193 0.0123 -0.0469
H -1.140 0.196 -2.874 -0.0944 0.1948 0.2010
C -1.383 2.407 -0.301 0.6286 0.2641 0.2669
H -0.488 -0.320 0.682 0.2602 0.2483 0.0690
H -0.815 2.924 0.470 -0.1039 -0.1115 -0.2662
H 3.367 -7.109 -5.488 -0.0229 0.0268 -0.0047
H 2.018 -6.173 -4.834 0.0182 0.0155 0.0040
H -3.202 3.268 0.411 -0.3652 -0.3320 -0.4089
H -4.463 2.080 -1.239 0.1453 -0.0613 -0.0676
C 5.038 -6.344 -3.430 0.1802 -0.0949 -0.0941
C -7.245 3.975 2.972 -0.0311 0.1744 -0.1955
H 3.050 -6.135 -2.622 0.0118 -0.0313 0.0100
C -0.217 1.326 5.018 -0.0698 -0.0903 0.1944
C -1.792 1.279 3.296 0.0710 -0.0736 -0.0419
H 5.649 -7.155 -3.837 -0.0145 -0.0474 0.0798
C 4.845 -2.749 -1.019 -0.1901 -0.1338 -0.1131
H 0.874 0.275 -1.667 -0.0648 0.2755 0.1539
H -7.531 4.771 2.281 -0.0109 0.0069 0.0454
H 3.362 -2.693 0.588 -0.0568 0.0984 0.0045
H 4.118 -3.330 -1.593 0.0396 -0.0289 0.0110
H -0.617 1.097 6.010 0.0576 0.0472 0.0268
H 0.202 3.102 3.870 0.0142 0.0099 0.0412
H -7.843 4.078 3.876 0.0333 -0.0244 0.0000
N -3.456 1.949 -1.244 -0.8514 0.3307 0.2549
H -2.753 0.767 3.223 0.0450 -0.0644 -0.0010
O -0.886 0.489 4.065 -0.0127 0.1904 -0.0692
C -5.752 4.030 3.242 0.1149 -0.0223 0.2881
H -3.564 0.600 -2.835 -0.0639 0.2926 0.2633
H -5.362 5.048 3.251 0.0826 -0.0482 -0.0717
H -5.503 3.553 4.195 -0.0163 0.0418 0.0163
C -2.737 2.610 -0.326 0.6092 0.0487 0.2992
```
Forces are in eV/Å.


Entry 6:
Density functional theory data (wB97M-V/def2-TZVPD) for C21H29Cl2O4Pd as an isolated structure at a distorted geometry.

Output
Net charge   -1
Spin multiplicity   3
Relative energy (zero: lowest compared OMol25 entry of this formula, charge and spin)   0.0000 eV
LUMO (alpha / beta)   2.550 / 2.549 eV
HOMO-LUMO gap (alpha / beta)   5.88 / 5.82 eV
E   -2166.6961 Eh

```
57
Properties=species:S:1:pos:R:3:forces:R:3
C 4.256 1.477 -1.125 0.0752 1.3732 0.0861
H 5.163 0.921 -1.328 -0.3049 -0.0937 0.2916
C 2.139 2.402 -1.401 0.3120 -0.3946 -0.5101
C -5.114 -0.177 -1.103 0.6286 0.2487 0.3093
C -4.557 0.262 1.372 -0.1492 0.0436 0.1211
O 2.355 -1.274 -0.570 1.0937 -0.9198 0.6383
C -4.863 2.152 -0.220 0.0898 0.0974 0.2213
H -1.301 0.072 -1.455 0.1915 -0.0859 0.1105
C -0.991 -0.960 0.445 0.6323 -0.0969 0.6000
H -0.897 -3.717 -0.348 0.0115 -0.0002 -0.1408
C -1.431 -2.856 -0.763 -0.0368 0.0293 0.3913
H -3.965 0.924 2.019 -0.0453 -0.3148 0.0018
H 2.812 0.633 -2.633 -0.0521 0.0161 0.2687
C -4.397 0.713 -0.059 -0.9806 0.4868 -0.0273
H 0.389 -0.017 -0.970 -0.3187 -0.4562 -0.0054
H 1.170 2.651 -1.840 0.3563 -0.1566 0.2795
H -5.921 2.167 0.089 0.2491 0.0812 -0.1113
H 0.703 -0.706 2.564 0.2236 0.1915 -0.1760
H -2.290 -3.236 -1.339 0.1357 0.1294 0.1932
Pd 2.138 0.927 0.267 -0.9361 -1.7548 -0.2666
C 3.592 0.972 2.296 -0.1567 -0.2983 1.5862
C 3.013 1.329 -1.827 -0.2192 1.4115 0.1775
H 3.346 -1.214 2.696 -0.0599 0.0959 -0.5089
H -0.081 -1.322 0.949 -0.3240 0.0127 -0.1595
H -5.619 0.374 -1.899 -0.1730 -0.0494 0.2855
C -0.567 -0.560 -0.960 -0.4661 -0.4749 -0.1933
H -3.388 -0.379 -2.501 0.0149 -0.0836 0.1832
Cl 3.066 -4.041 -1.618 -0.0459 -0.1502 0.1089
H 4.677 1.082 2.273 -0.5005 -0.0530 -0.0789
O -3.059 0.403 -0.548 -2.4648 -0.2163 -0.7778
H -5.729 -0.971 -0.677 -0.0190 0.0682 -0.1974
H -1.428 -0.157 1.043 -0.0564 -0.2474 -0.1196
C 2.896 -0.261 2.447 0.3070 1.1404 0.4017
C 4.126 2.550 -0.219 0.6355 0.5355 -1.4688
H 4.828 -3.426 -0.173 -0.5296 0.0136 0.0256
H 2.856 3.088 2.332 -0.0276 -0.1943 -0.2662
H -3.510 -1.610 -1.187 0.4304 0.4217 -0.0194
C -3.695 -0.569 -1.466 0.6286 -0.3467 -0.2949
H 0.376 1.988 2.290 0.3313 -0.2314 0.0684
C 3.748 -3.233 -0.190 0.2915 0.5448 -0.0708
O -1.919 -2.069 0.354 0.5968 0.3546 -0.9106
H -4.236 -0.779 1.480 0.0709 0.1714 0.0914
C 2.816 3.116 -0.356 0.8069 0.0974 -0.8336
C 1.497 0.014 2.403 -0.0129 1.3039 0.2521
O 4.510 -1.024 0.109 -0.8482 -1.2016 -0.2355
Cl 3.057 -3.841 1.335 -0.0522 -0.2667 -0.0620
C 2.638 2.029 2.274 0.1372 -0.6922 0.5068
C 1.322 1.445 2.283 -0.0914 -0.8515 0.7809
H 2.442 3.992 0.167 0.0038 -0.2686 -0.1331
H -4.317 2.828 0.449 0.0089 0.0254 -0.3282
H -5.615 0.349 1.659 0.2528 -0.0514 0.0327
C 3.509 -1.694 -0.220 0.2278 1.2664 -0.3760
C -0.491 -1.965 -1.596 0.7931 0.3051 -0.3859
H 0.562 -2.269 -1.472 -0.5147 -0.1977 -0.1918
H 4.925 2.934 0.412 -0.3438 -0.2161 0.0125
H -4.820 2.473 -1.270 0.2114 0.0474 0.3685
H -0.727 -1.942 -2.676 -0.0188 -0.1482 0.4549
```
Forces are in eV/Å.


Entry 7:
Density functional theory data (wB97M-V/def2-TZVPD) for C2H4BrNO2 as an isolated structure at a distorted geometry.

Output
Net charge   0
Relative energy (zero: lowest compared OMol25 entry of this formula, charge and spin)   1.2538 eV
LUMO   0.539 eV
HOMO-LUMO gap   9.49 eV
E   -2857.8138 Eh

```
10
Properties=species:S:1:pos:R:3:forces:R:3
O 0.117 0.453 -1.806 -2.3191 -0.2850 -3.3272
O 2.118 0.897 -0.934 3.3195 1.5441 -0.8619
H -1.870 -0.251 0.825 -1.1602 1.1706 1.1009
C 0.274 -0.046 0.689 -0.0189 0.1529 -3.1732
H 0.883 -0.993 0.859 -0.2348 1.8807 0.7622
C 1.004 0.613 -0.958 -1.7397 -2.5593 6.5464
H -1.026 -1.560 0.474 -0.4242 0.8605 -0.3235
H -0.620 -0.061 -1.374 -0.2640 0.3436 0.2930
Br 0.201 1.484 1.899 0.3115 -0.9957 -0.1524
N -1.083 -0.535 0.325 2.5298 -2.1123 -0.8644
```
Forces are in eV/Å.


What is the formula in the first record? C4H10N2